1.
17
Properties=species:S:1:pos:R:3:forces:R:3:mulliken_charge:R:1 method="wB97M-V/def2-TZVPD" energy_ha=-769.13676 e_homo_ha="-0.2577 / -0.3481" homo_lumo_gap_ev="7.71 / 7.30" max_force_ev_per_a=3.2 spin_multiplicity=3 s_squared=2.031 e_lumo_ev="0.7 / -2.2" relative_energy_kcal_mol=72.2
C 2.1531 -0.9517 -2.8545 0.102 -0.228 0.507 -0.058
C 1.2684 -0.3690 -3.6083 -0.324 -0.346 -0.386 -0.462
C -0.7515 0.4429 0.1334 1.607 0.359 -1.860 -0.282
C 0.2543 -0.3831 0.3936 -0.754 -0.740 -0.277 0.745
C 0.5008 -0.9507 1.7267 3.035 -0.796 -0.794 -1.149
C -1.6523 0.9156 1.1934 -0.460 0.134 1.470 -0.909
O -1.0704 1.5567 2.3773 0.968 0.885 -2.239 -0.488
Cl 1.2423 -1.1649 -0.9210 -0.714 0.546 1.210 -0.150
H 1.6537 -0.2406 -4.5915 -0.546 0.804 -1.170 0.299
H 0.1843 -0.2397 -3.3149 1.148 -0.148 -0.310 0.164
H -0.9544 0.7826 -0.9016 0.252 -0.256 0.657 0.248
H 0.5542 -2.0497 1.7017 -0.637 0.270 0.037 0.325
H -0.1438 -0.5131 2.4255 -0.696 0.231 1.288 0.386
H 1.5721 -0.7145 1.9595 -0.824 0.134 0.302 0.297
H -1.9696 -0.0540 1.6387 -1.437 1.048 -0.386 0.371
H -2.3161 1.6905 0.7288 -0.376 -1.397 0.658 0.342
H -0.5250 2.2429 1.9133 -0.344 -0.499 1.294 0.322

---

2.
12
Properties=species:S:1:pos:R:3:forces:R:3:mulliken_charge:R:1 method="wB97M-V/def2-TZVPD" energy_ha=-269.10876 e_homo_ha="-0.2899 / -0.2899" homo_lumo_gap_ev="8.08 / 8.08" max_force_ev_per_a=0.6 spin_multiplicity=1 e_lumo_ev="0.2 / 0.2" relative_energy_kcal_mol=149.0
C -1.8333 0.0614 -0.5318 -0.039 0.030 -0.079 -1.077
C -0.7933 -0.3194 0.5145 -0.565 0.119 -0.053 -0.074
C 0.9848 -0.7965 0.3843 0.426 -0.149 -0.322 -0.423
O 0.2770 -1.1154 -0.6522 0.046 0.109 0.465 -0.307
C 2.1265 0.0737 0.1308 0.348 0.388 0.083 -0.320
C 3.1308 0.7517 0.1308 -0.451 -0.294 -0.017 0.222
H -2.6727 0.5257 -0.0005 0.108 -0.049 -0.037 0.361
H -2.2008 -0.8134 -1.0726 0.087 0.120 0.108 0.305
H -1.4443 0.7840 -1.2529 -0.021 -0.090 0.121 0.307
H -1.1174 -1.0951 1.2022 0.147 0.140 -0.168 0.291
H -0.4720 0.5917 1.0395 0.066 -0.210 -0.093 0.312
H 4.0146 1.3517 0.1079 -0.154 -0.116 -0.007 0.402